Entry 1:
DFT (ωB97M-V/def2-TZVPD) results for C27H32AlFN2 as an isolated structure in a non-equilibrium geometry.

Last column: Mulliken charge in e.
Atoms and positions in Å:
1 Al -1.42849 -1.39603 0.28171  0.25
2 F -0.95608 -1.33387 2.72787  -0.37
3 N 0.17687 -2.06442 -0.01624  0.07
4 N -0.98428 0.49635 0.73239  0.63
5 C 3.39235 -3.92290 0.07437  -0.95
6 C -1.67417 2.03347 -1.08228  0.53
7 C -0.12418 1.75305 4.63701  -0.47
8 C -4.19561 2.22223 -0.27320  -1.67
9 C 2.73895 -2.03611 1.40373  -0.60
10 C 0.58596 1.83352 -0.65254  -0.63
11 C -0.22160 3.79124 -1.81559  -1.25
12 C -3.16837 -1.70358 0.04169  -1.56
13 C 2.31902 -3.02178 0.47945  0.66
14 C -0.26502 -3.93191 -2.10499  -1.56
15 C 0.88598 2.95685 -1.28027  -0.12
16 C -3.56881 1.57528 -2.53486  -1.40
17 C 2.90432 1.71047 0.46237  -1.40
18 C -1.48928 3.30321 -1.60037  -0.50
19 C 3.27889 -4.80241 -0.99976  -0.22
20 C 1.86574 0.97915 -0.31649  3.09
21 C -0.75348 1.38142 -0.21847  -0.81
22 C 1.94496 -4.99291 -1.62618  -0.52
23 C -3.08154 1.53491 -1.15276  2.27
24 C -0.49780 -0.04826 2.98810  0.44
25 C -0.46340 0.34357 4.34804  -0.56
26 C 0.95821 -4.10032 -1.23047  0.71
27 C -0.67162 0.89139 2.01006  0.34
28 C 1.00963 -2.99869 -0.24506  0.30
29 C 2.60896 0.21287 -1.39677  -0.99
30 C -0.22748 2.33487 2.36393  -0.44
31 C -0.11178 2.52207 3.63760  -0.37
32 H 3.63691 0.43073 -1.59290  0.39
33 H -0.07274 1.85126 5.85233  0.11
34 H -2.37746 3.79419 -1.75321  0.56
35 H -0.40888 3.00128 1.34859  -0.05
36 H 1.46715 0.29365 0.40707  -1.46
37 H -3.79282 2.53017 0.57982  0.54
38 H 1.88951 -1.24132 1.71014  -0.05
39 H 3.50638 2.38937 -0.07756  0.53
40 H 4.35906 -3.72540 0.49993  0.32
41 H -1.18014 -4.01525 -1.76413  0.44
42 H 2.05774 -5.49320 -2.67358  0.14
43 H 1.77356 3.42677 -1.58432  0.42
44 H 3.74027 0.82752 0.66137  0.15
45 H -0.69213 -0.23277 5.22931  0.43
46 H -3.19794 0.50533 -0.82660  -1.23
47 H -3.94781 -1.01441 0.13532  0.25
48 H -0.25921 -4.43893 -3.11315  0.24
49 H -0.22124 5.00004 -1.94935  0.08
50 H 2.47924 -0.90107 -1.23102  0.13
51 H -4.52141 3.11685 -0.90137  0.31
52 H -4.43098 1.10543 -2.77819  0.59
53 H 3.48794 -1.24130 1.04022  0.05
54 H -3.52650 2.70344 -2.85642  0.24
55 H -3.58694 -2.64496 -0.38863  0.00
56 H -0.26134 3.51732 3.75064  0.42
57 H -5.13930 1.81462 0.00025  0.37
58 H -2.59438 1.10222 -3.10421  0.22
59 H -0.31999 -2.82532 -2.38944  0.17
60 H 2.71336 2.45793 1.38695  0.13
61 H 4.35712 -5.19894 -1.37960  0.07
62 H 1.59886 0.26753 -2.31333  0.24
63 H 2.67726 -2.68549 2.43306  0.36

Values from the calculation:
* total charge: -2
* relative energy (zero: lowest compared OMol25 entry of this formula, charge and spin): 1037.9 kJ/mol
* total energy: -40801.760 eV
* HOMO energy: 0.3 eV



Entry 2:
DFT (ωB97M-V/def2-TZVPD) results for C27H32AuNO3Se2 as an isolated structure.

Last column: Mulliken charge in e.
Atoms and positions in Å:
1 Au -0.84479 0.14269 0.20025  0.17
2 Se -1.60050 -0.84913 -1.85551  -0.03
3 Se -2.46302 -1.03916 1.69252  -0.33
4 O -5.66450 -2.99730 -2.19055  -0.58
5 O -3.09081 -3.91756 -1.78580  -0.55
6 O -0.81787 1.79052 2.07962  -0.48
7 N 0.90947 -1.08163 1.74885  0.46
8 C 1.50510 0.66521 -3.20836  0.06
9 C 1.06430 -3.28621 2.65704  -0.93
10 C 1.78446 4.62650 -1.00099  -0.51
11 C -5.56741 -2.27280 -0.96387  -1.33
12 C 1.55350 -0.60030 2.81355  0.14
13 C 2.88048 -1.24546 -3.69737  -0.38
14 C 1.95868 -1.42924 3.85576  -0.77
15 C 1.41209 0.27561 -1.87115  0.22
16 C 4.26967 3.62312 -1.65426  -0.77
17 C 2.04251 -0.90142 -1.47044  0.47
18 C 2.78177 -1.64942 -2.37340  -0.87
19 C 0.80778 2.38433 -0.70663  -0.49
20 C 4.07457 4.99768 -1.61561  -0.42
21 C 0.88938 1.60328 3.82174  -0.85
22 C 2.23460 -0.08771 -4.11262  -0.89
23 C -3.32540 -3.30600 -0.53359  -0.54
24 C -0.57323 1.43455 3.43969  -0.42
25 C 1.81171 0.87778 2.84062  0.12
26 C 1.95884 3.24267 -1.05797  0.76
27 C 0.68299 -2.39527 1.67250  -0.07
28 C 2.82523 5.49767 -1.28214  -0.60
29 C -3.53069 -1.07181 -1.72278  -1.44
30 C 0.61088 1.08144 -0.93269  -0.41
31 C 3.22830 2.75358 -1.37666  -0.14
32 C -4.13756 -1.21650 0.70317  -1.49
33 C 1.70743 -2.78619 3.77935  -0.51
34 C -4.09782 -1.98214 -0.63077  2.02
35 H -6.59051 -3.17076 -2.38116  0.34
36 H -2.35130 -3.12365 -0.08517  -0.06
37 H 0.84812 -4.33931 2.54881  0.43
38 H -0.42694 2.65558 1.91379  0.27
39 H 1.00016 1.56822 -3.52753  0.42
40 H -4.82326 -1.69660 1.40475  0.46
41 H 3.44598 -1.83650 -4.40543  0.38
42 H 1.64472 1.25753 1.83233  -0.42
43 H 1.01509 1.21643 4.83711  0.40
44 H 2.48091 -1.00585 4.70407  0.50
45 H -6.11967 -1.32836 -1.04749  0.41
46 H 1.96257 -1.21693 -0.43724  0.35
47 H 0.03317 2.92671 -0.17374  0.26
48 H 2.01460 -3.44721 4.57909  0.42
49 H -0.87734 0.38870 3.51634  0.21
50 H -1.22116 2.01370 4.10336  0.32
51 H 2.29771 0.22799 -5.14600  0.41
52 H 1.16110 2.66316 3.84933  0.40
53 H 4.89247 5.67161 -1.83347  0.39
54 H 3.40740 1.68818 -1.39517  0.43
55 H 2.85663 1.07056 3.09415  0.48
56 H 0.80992 5.02401 -0.73989  0.39
57 H -6.00389 -2.85603 -0.14552  0.47
58 H 2.65939 6.56635 -1.23907  0.38
59 H 5.24469 3.22226 -1.90012  0.40
60 H -3.87505 -3.98500 0.13431  0.42
61 H 3.26998 -2.55739 -2.04416  0.42
62 H -3.77725 -1.46260 -2.71164  0.44
63 H -3.94612 -3.99402 -2.22599  0.41
64 H 0.16944 -2.73510 0.77963  0.34
65 H -3.96721 -0.07643 -1.63949  0.44
66 H -4.51452 -0.21065 0.51972  0.43

Values from the calculation:
* relative energy (zero: lowest compared OMol25 entry of this formula, charge and spin): 0.0 kJ/mol
* total energy: -170534.770 eV
* HOMO energy: -7.3 eV



Entry 3:
DFT (ωB97M-V/def2-TZVPD) results for C27H32BBrGdN7OP as an isolated structure in a non-equilibrium geometry.

Last column: Mulliken spin population.
Atoms and positions in Å:
1 Gd -0.47562 -0.76244 -1.65836  4.85
2 Br 6.32801 5.90564 -0.33553  0.01
3 P -1.84746 -1.21926 0.76736  0.05
4 O 1.23904 -1.60431 -1.01683  0.08
5 N 4.45466 1.66231 3.54398  0.67
6 N 0.56519 0.95843 -0.30372  0.07
7 N -1.13779 -2.48463 -3.09364  0.02
8 N -1.32743 -1.80221 -4.24708  0.00
9 N -1.99489 0.55683 -3.74599  0.00
10 N -2.09010 0.71674 -2.40560  0.01
11 N 3.86919 0.61140 3.31190  0.69
12 C -3.63993 0.17885 2.53373  0.00
13 C 0.26733 2.19913 0.04540  -0.03
14 C 5.32224 2.24558 1.32625  0.12
15 C -2.30839 0.26779 1.79239  0.00
16 C 1.82830 2.20543 1.84960  -0.02
17 C -3.31511 -3.31415 -0.31632  0.00
18 C -1.51163 -2.54619 3.30746  0.00
19 C -1.57824 -3.72880 -3.30171  0.00
20 C 5.73169 4.55648 0.86347  0.11
21 C 4.86007 2.59147 2.60144  0.02
22 C 5.32075 4.91221 2.14259  -0.05
23 C 3.47408 -1.15123 1.79501  0.16
24 C -3.46049 -2.11067 0.60425  0.00
25 C 2.82538 -1.73785 0.72760  -0.08
26 C -3.81347 1.76046 -3.38505  0.00
27 C 4.92015 3.92699 3.01821  0.12
28 C 0.85889 2.85593 1.12662  0.04
29 C -3.01465 1.17463 -4.34834  0.00
30 C -0.87651 -2.27297 1.94839  0.00
31 C -3.19026 1.44539 -2.18488  0.00
32 C -1.89479 -2.60350 -5.15725  0.00
33 C 3.25237 0.17450 2.16323  0.05
34 C 5.76704 3.22678 0.46578  -0.06
35 C -2.07896 -3.85252 -4.59118  0.00
36 C 1.86605 -1.04595 -0.01884  0.11
37 C 2.25304 0.91991 1.46727  0.03
38 C 1.55998 0.30671 0.37725  0.04
39 B -0.86917 -0.31618 -4.37981  0.01
40 H -0.71736 -0.03362 -5.51317  0.00
41 H 3.04500 -2.75450 0.43397  0.00
42 H 2.24428 2.68286 2.72340  0.01
43 H -2.62460 -4.04332 0.10359  0.00
44 H -1.48656 0.43206 2.49629  0.00
45 H 5.37456 1.20571 1.03960  0.00
46 H -0.49072 2.70116 -0.54684  0.00
47 H -0.86330 -3.20230 3.88321  0.00
48 H -2.50840 -4.72182 -5.04005  0.00
49 H 0.09116 -1.77547 2.08199  0.00
50 H 6.15317 2.96298 -0.50445  0.00
51 H -4.47444 0.09641 1.84256  0.00
52 H -4.18028 -1.40932 0.17365  0.00
53 H -2.32550 1.13185 1.11961  0.00
54 H -4.27631 -3.80381 -0.45920  0.00
55 H -3.67016 -0.66638 3.21399  0.00
56 H 4.21739 -1.70657 2.34241  -0.01
57 H -2.47234 -3.04292 3.20788  0.00
58 H 0.17013 -0.16188 -3.68664  0.01
59 H -3.78568 1.08203 3.12023  0.00
60 H -4.70658 2.33057 -3.53104  0.00
61 H -2.14575 -2.24962 -6.13834  0.00
62 H -3.82405 -2.41166 1.58759  0.00
63 H 5.33353 5.94732 2.44639  0.00
64 H -1.51032 -4.46580 -2.52158  0.00
65 H 4.62768 4.16321 4.02930  0.00
66 H -3.48233 1.72132 -1.18614  0.00
67 H -0.67390 -3.21548 1.42734  0.00
68 H 0.54448 3.85177 1.39688  0.00
69 H -3.12542 1.16581 -5.41162  0.00
70 H -1.64895 -1.62923 3.87370  0.00
71 H -2.94699 -2.98812 -1.29358  0.00

Values from the calculation:
* 2S+1: 8
* total charge: +1
* expectation value of S²: 16.1375
* total energy: -141831.257 eV
* HOMO energy (spin up / spin down): -8.7 / -10.8 eV



Entry 4:
DFT (ωB97M-V/def2-TZVPD) results for C27H32CrFN5O6S as an isolated structure in a non-equilibrium geometry.

Last column: Mulliken spin population.
Atoms and positions in Å:
1 Cr -0.55603 1.10159 -0.68831  1.06
2 S -0.04479 3.46562 -0.72834  -0.02
3 F 0.01917 1.31357 -2.79630  0.01
4 O 2.36953 -0.51518 1.68898  0.00
5 O -1.50098 0.82951 0.96716  0.00
6 O 1.31685 0.91954 0.39075  -0.02
7 O -2.31094 1.09987 -1.41946  0.00
8 O -4.46769 0.80217 -0.88251  0.00
9 O -3.55231 0.66292 1.83351  0.00
10 N -0.15926 -0.78188 -1.22250  -0.06
11 N 1.11971 1.15557 2.63717  0.00
12 N -2.21948 3.73088 0.79805  0.00
13 N -0.42201 5.22930 1.21537  0.00
14 N 0.33372 2.31811 2.58808  0.00
15 C -1.01128 -2.22125 -4.55946  0.00
16 C -2.90430 4.31132 1.77482  0.00
17 C 3.91837 -0.66897 -1.39855  0.00
18 C -2.40779 5.36891 2.51440  0.00
19 C -0.68706 0.14843 -4.74399  0.00
20 C 1.55603 0.53531 1.52790  0.00
21 C 1.95013 -3.92381 0.64838  0.00
22 C 2.95490 -2.09910 -3.23579  0.00
23 C -0.46221 6.91812 2.94482  0.00
24 C -0.39754 0.14754 -3.40861  0.00
25 C -2.81042 0.78807 0.89100  0.00
26 C 1.88853 -2.10710 -0.95067  -0.01
27 C 0.55391 -1.82887 -0.58185  -0.01
28 C -1.01205 -1.06862 -5.33633  0.00
29 C -0.71337 -2.17528 -3.20331  0.00
30 C -0.41564 -0.96052 -2.57295  0.01
31 C 2.53709 -1.09905 2.97606  0.00
32 C 2.63913 -1.27835 -1.98143  0.00
33 C -1.67459 -2.06731 2.28078  0.00
34 C -1.13080 5.80305 2.18710  0.00
35 C 0.65090 -3.62965 1.02431  0.00
36 C -0.98401 4.19995 0.54942  0.00
37 C -1.51819 -2.38871 0.79368  0.00
38 C -3.30698 0.90665 -0.58369  0.00
39 C -2.36892 -3.60594 0.41435  0.00
40 C 2.55553 -3.16193 -0.33999  0.00
41 C -0.06470 -2.59912 0.41508  0.00
42 H 0.78084 2.94672 1.92697  0.00
43 H -3.42983 -3.37605 0.54078  0.00
44 H -0.55926 2.06088 2.16981  0.00
45 H 4.41352 -0.04908 -2.15155  0.00
46 H 0.16636 -4.22844 1.78925  0.00
47 H 3.57753 -3.38338 -0.63278  0.00
48 H -1.88335 -1.54241 0.21948  0.00
49 H 1.11557 0.68394 3.51957  0.00
50 H 1.57628 -1.41279 3.39126  0.00
51 H -0.65876 1.07585 -5.30203  0.00
52 H -3.89289 3.90235 1.96593  0.00
53 H 0.32704 7.35133 2.33342  0.00
54 H -0.72057 -3.07637 -2.60031  0.00
55 H 3.68397 -0.04492 -0.53727  0.00
56 H -2.20346 -3.89338 -0.62758  0.00
57 H 2.04754 -2.54076 -3.65157  0.00
58 H 2.48496 -4.74329 1.11604  0.00
59 H 2.00593 -0.44497 -2.27713  0.01
60 H -2.12821 -4.46752 1.04556  0.00
61 H -1.25873 -3.17274 -5.01599  0.00
62 H 3.65738 -2.90680 -3.00686  0.00
63 H -0.00874 6.52000 3.85577  0.00
64 H -1.32492 -2.90224 2.89822  0.00
65 H 4.62407 -1.44362 -1.08269  0.00
66 H -1.17742 7.69031 3.23224  0.00
67 H -1.26026 -1.11110 -6.38911  0.00
68 H 3.40641 -1.46394 -4.00338  0.00
69 H 3.04778 -0.41473 3.65724  0.00
70 H -2.98146 5.83365 3.30600  0.00
71 H 3.14648 -1.98258 2.81895  0.00
72 H -1.11272 -1.16830 2.54369  0.00
73 H -2.72129 -1.87099 2.52093  0.00

Values from the calculation:
* 2S+1: 2
* total charge: -1
* relative energy (zero: lowest compared OMol25 entry of this formula, charge and spin): 0.0 kJ/mol
* expectation value of S²: 0.7599
* total energy: -90232.453 eV
* HOMO energy (spin up / spin down): -5.0 / -5.0 eV



Question: Which value of total energy does entry 2 give?
Answer: -170534.770 eV



Question: The lowest total energy belongs to which entry?
Answer: C27H32AuNO3Se2



Question: Which of these has the lowest total energy?
Answer: C27H32AuNO3Se2